Here is a molecular structure, C38H56CrN6O5S2Si from OMol25. Energies are from wB97M-V/def2-TZVPD.

Computed properties:
E_HOMO (alpha / beta) in eV: -9.88 / -9.70
Energy relative to the best compared isomer or geometry (same formula, charge and spin) in kcal/mol: 0.0

Structure (ORCA input):
```
! RIJCOSX wB97M-V def2-TZVPD def2/J DEFGRID3
* xyz 1 4
Cr -0.02 0.21 0.78
C -3.73 2.43 3.27
O -2.43 1.93 3.03
C -1.44 2.90 3.29
C -0.08 2.28 3.39
O 0.51 1.90 2.12
C 1.87 2.36 2.06
H -3.86 2.68 4.33
H -4.44 1.65 3.00
H -3.93 3.32 2.67
H -1.63 3.38 4.26
H -1.45 3.68 2.52
H -0.09 1.41 4.05
H 0.58 3.03 3.83
H 1.90 3.44 2.17
H 2.27 2.09 1.09
H 2.45 1.89 2.87
N 1.68 -0.75 1.56
C 1.50 -1.21 2.91
C 2.52 -1.64 3.72
C 2.23 -2.12 5.02
C 0.94 -2.20 5.47
C -0.12 -1.75 4.65
C -1.49 -1.82 5.02
C -2.44 -1.37 4.16
C -2.05 -0.80 2.93
N -0.80 -0.71 2.56
C 0.17 -1.22 3.38
H 1.85 -1.52 0.90
H 2.52 -0.18 1.45
H 3.54 -1.63 3.36
H 3.04 -2.46 5.65
H 0.72 -2.60 6.45
H -1.76 -2.23 5.99
H -3.50 -1.42 4.40
H -2.79 -0.41 2.24
S -0.75 -1.70 -0.32
C -2.32 -1.06 -0.73
N -3.13 -1.83 -1.42
N -4.38 -1.50 -1.66
C -5.28 -0.74 -0.84
C -5.42 -1.05 0.51
C -6.35 -0.38 1.27
C -7.15 0.61 0.69
C -7.02 0.90 -0.65
C -6.08 0.23 -1.43
N -2.64 0.25 -0.54
N -1.76 0.99 0.00
C -2.14 2.37 0.00
C -1.16 3.36 -0.09
C -1.54 4.69 -0.12
C -2.87 5.05 -0.04
C -3.85 4.06 0.06
C -3.49 2.73 0.08
H -4.81 -2.10 -2.34
H -4.82 -1.85 0.93
H -6.49 -0.64 2.31
H -7.89 1.13 1.29
H -7.64 1.66 -1.11
H -5.95 0.46 -2.48
H -0.13 3.08 -0.19
H -0.77 5.45 -0.22
H -3.16 6.09 -0.06
H -4.89 4.33 0.12
H -4.24 1.95 0.16
C 4.24 2.22 -2.87
C 4.62 0.78 -2.55
C 5.07 0.64 -1.10
C 5.72 0.30 -3.49
O 3.48 -0.05 -2.81
Si 2.24 -0.63 -1.94
S 1.34 1.02 -0.95
O 2.68 -1.68 -0.75
C 3.19 -3.03 -0.88
C 4.06 -3.17 -2.11
C 2.00 -3.98 -0.94
C 4.01 -3.28 0.38
O 1.30 -1.48 -2.95
C 0.65 -1.19 -4.21
C -0.37 -2.31 -4.39
C -0.04 0.16 -4.15
C 1.70 -1.23 -5.31
H 5.10 2.88 -2.72
H 3.42 2.55 -2.23
H 3.92 2.30 -3.91
H 5.98 1.22 -0.93
H 5.28 -0.40 -0.86
H 4.30 1.01 -0.42
H 6.59 0.94 -3.42
H 5.36 0.31 -4.52
H 6.02 -0.72 -3.24
H 3.48 -3.00 -3.02
H 4.48 -4.18 -2.15
H 4.88 -2.46 -2.09
H 1.37 -3.74 -1.80
H 1.39 -3.90 -0.04
H 2.35 -5.02 -1.02
H 4.85 -2.58 0.44
H 4.40 -4.29 0.39
H 3.39 -3.15 1.27
H -1.08 -2.30 -3.57
H 0.14 -3.28 -4.41
H -0.90 -2.18 -5.33
H -0.74 0.20 -3.31
H -0.58 0.34 -5.07
H 0.69 0.97 -4.02
H 2.20 -2.19 -5.33
H 2.45 -0.45 -5.15
H 1.23 -1.06 -6.28
*
```

=====

Here is a molecular structure, C38H56N4P2STi in a non-equilibrium geometry from OMol25. Energies are from wB97M-V/def2-TZVPD.

Computed properties:
E_HOMO (alpha / beta) in eV: -5.27 / -6.47
Energy relative to the best compared isomer or geometry (same formula, charge and spin) in kcal/mol: 38.1

Structure (ORCA input):
```
! RIJCOSX wB97M-V def2-TZVPD def2/J DEFGRID3
* xyz 0 3
Ti -0.24 0.96 0.83
C -3.97 -3.08 -0.38
C -2.79 -2.41 0.33
C -1.53 -3.17 -0.09
P -2.54 -0.57 0.11
C -4.28 0.05 0.32
C -4.63 1.27 -0.54
C -4.51 0.28 1.82
C -2.17 -0.44 -1.67
C -3.12 -0.76 -2.64
C -2.83 -0.86 -3.99
C -3.89 -1.18 -5.02
C -1.50 -0.67 -4.34
C -0.53 -0.34 -3.42
C -0.84 -0.16 -2.05
N 0.11 0.18 -1.08
C 1.44 0.48 -1.51
C 1.74 1.38 -2.53
C 3.05 1.68 -2.88
C 4.13 1.11 -2.22
C 5.56 1.45 -2.59
C 3.84 0.23 -1.18
C 2.54 -0.09 -0.82
P 2.10 -1.20 0.54
C 3.62 -1.42 1.58
C 3.32 -2.55 2.58
C 4.06 -0.18 2.35
C 2.15 -2.84 -0.41
C 3.55 -3.37 -0.72
C 1.40 -2.74 -1.74
H -4.01 -4.13 -0.07
H -3.83 -3.07 -1.46
H -4.94 -2.64 -0.14
H -2.93 -2.52 1.41
H -1.41 -3.11 -1.17
H -1.61 -4.23 0.18
H -0.60 -2.78 0.35
H -4.95 -0.76 0.03
H -3.79 1.95 -0.69
H -5.44 1.84 -0.08
H -4.97 0.97 -1.53
H -3.75 0.93 2.25
H -4.49 -0.66 2.37
H -5.49 0.74 2.00
H -4.14 -0.95 -2.32
H -4.84 -1.41 -4.54
H -3.60 -2.03 -5.63
H -4.06 -0.34 -5.69
H -1.20 -0.80 -5.38
H 0.49 -0.24 -3.75
H 0.93 1.89 -3.04
H 3.24 2.40 -3.67
H 5.59 2.15 -3.42
H 6.12 0.56 -2.88
H 6.09 1.90 -1.75
H 4.67 -0.21 -0.63
H 4.45 -1.73 0.94
H 2.57 -2.22 3.31
H 4.22 -2.81 3.14
H 2.94 -3.46 2.10
H 4.77 -0.46 3.14
H 4.57 0.54 1.71
H 3.22 0.32 2.84
H 1.64 -3.57 0.23
H 4.14 -2.61 -1.25
H 3.46 -4.23 -1.40
H 4.11 -3.70 0.15
H 2.03 -2.24 -2.48
H 0.47 -2.18 -1.68
H 1.17 -3.74 -2.12
N -0.53 -1.29 2.74
C -1.37 -1.12 3.92
C -0.80 -0.05 4.84
C -0.87 1.37 4.29
N -0.02 1.57 3.10
H -0.99 -1.88 2.06
H 0.35 -1.76 2.97
H -1.52 -2.04 4.48
H -2.36 -0.79 3.57
H 0.24 -0.30 5.08
H -1.35 -0.06 5.78
H -0.60 2.07 5.08
H -1.90 1.60 3.99
H 0.95 1.39 3.33
H -0.07 2.55 2.83
S -1.65 5.06 -0.43
C -2.97 4.57 0.53
C -2.77 3.34 1.08
C -1.52 2.70 0.73
C -0.80 3.58 -0.05
C 0.66 3.52 -0.14
C 1.45 4.50 -0.75
C 2.81 4.51 -0.55
C 3.38 3.54 0.27
C 2.55 2.58 0.80
N 1.23 2.52 0.59
H -3.84 5.20 0.62
H -3.53 2.89 1.71
H 0.97 5.26 -1.35
H 3.43 5.26 -1.02
H 4.44 3.51 0.49
H 2.95 1.78 1.40
*
```

=====

Here is 11 unconnected molecules or ions with the total composition C38H57N12O5 in a non-equilibrium geometry from OMol25. Energies are from wB97M-V/def2-TZVPD.

Computed properties:
E_HOMO in eV: -4.23

Structure (ORCA input):
```
! RIJCOSX wB97M-V def2-TZVPD def2/J DEFGRID3
* xyz -1 1
C -4.01 -5.04 -3.88
C -2.47 -5.13 -4.39
O -1.88 -3.85 -4.69
C -1.09 -3.34 -3.58
C -2.02 -2.36 -2.69
O -1.37 -1.09 -2.37
C -1.37 -0.96 -0.90
N -0.91 0.36 -0.43
C 0.14 0.25 0.65
C 0.38 1.80 1.11
C 1.72 2.44 0.54
C 3.15 2.23 1.10
C 4.34 2.95 0.41
C 4.15 3.91 -0.80
C 2.72 4.18 -1.35
C 2.47 5.21 -2.58
C 1.55 3.42 -0.68
C 1.45 -0.31 -0.13
O 1.58 -0.02 -1.38
O 2.42 -1.11 0.43
N -0.35 -0.64 1.74
C 0.60 -0.77 2.89
C -1.63 -0.20 2.33
C -1.83 0.94 3.43
O -2.69 -0.81 1.96
H -4.65 -5.91 -4.28
H -3.99 -5.04 -2.73
H -4.47 -4.08 -4.30
H -2.54 -5.70 -5.40
H -1.85 -5.80 -3.70
H -0.63 -4.20 -2.96
H -0.19 -2.79 -4.05
H -2.95 -2.13 -3.34
H -2.30 -2.96 -1.74
H -2.48 -1.06 -0.60
H -0.77 -1.85 -0.51
H -1.67 0.98 -0.13
H -0.48 2.49 0.79
H 0.44 1.90 2.26
H 3.25 1.53 2.00
H 5.41 2.81 0.78
H 5.00 4.46 -1.32
H 3.44 5.70 -2.93
H 1.84 6.07 -2.13
H 1.87 4.72 -3.42
H 0.50 3.62 -1.08
H 0.09 -0.96 3.90
H 1.36 0.07 3.01
H 1.22 -1.73 2.69
H -0.93 1.11 4.12
H -2.73 0.76 4.13
H -2.00 1.95 2.90
C -0.65 3.75 -5.30
C -1.10 4.45 -4.05
N -1.45 5.00 -3.06
H 0.40 3.49 -5.22
H -1.24 2.84 -5.44
H -0.80 4.41 -6.16
C 0.07 -4.54 2.49
C -0.46 -5.55 3.46
N -0.87 -6.36 4.22
H 0.07 -4.95 1.48
H -0.57 -3.65 2.51
H 1.09 -4.26 2.76
C 7.45 3.76 3.51
C 6.81 4.78 2.62
N 6.30 5.58 1.92
H 8.52 3.71 3.31
H 7.29 4.03 4.56
H 7.01 2.77 3.33
C -5.11 -0.30 -1.59
C -5.42 -1.00 -2.88
N -5.66 -1.55 -3.89
H -5.20 -1.00 -0.75
H -4.09 0.09 -1.61
H -5.80 0.53 -1.44
C -7.96 -7.52 -3.07
C -6.63 -7.92 -3.63
N -5.58 -8.24 -4.07
H -7.89 -7.39 -1.99
H -8.29 -6.58 -3.52
H -8.70 -8.29 -3.29
C 5.60 4.05 -4.79
C 4.15 4.10 -5.18
N 3.00 4.14 -5.51
H 5.94 5.04 -4.50
H 5.73 3.36 -3.96
H 6.20 3.70 -5.64
C -0.17 -4.87 7.87
C 0.42 -3.95 6.84
N 0.89 -3.23 6.02
H -1.25 -4.92 7.75
H 0.25 -5.87 7.76
H 0.06 -4.49 8.87
C -2.69 5.47 4.14
C -1.74 4.33 4.39
N -1.00 3.44 4.58
H -3.67 5.24 4.57
H -2.31 6.38 4.61
H -2.80 5.64 3.07
C 1.27 9.18 -0.82
C 2.60 8.78 -1.37
N 3.65 8.46 -1.81
H 1.34 9.32 0.26
H 0.94 10.11 -1.28
H 0.53 8.40 -1.02
C 2.45 -7.60 3.45
C 3.41 -8.73 3.69
N 4.16 -9.62 3.88
H 1.48 -7.84 3.88
H 2.83 -6.69 3.92
H 2.34 -7.43 2.38
*
```

=====

Here is a molecular structure, C38H60N5O6PTi in a non-equilibrium geometry from OMol25. Energies are from wB97M-V/def2-TZVPD.

Computed properties:
E_HOMO (alpha / beta) in eV: -9.61 / -9.71
Energy relative to the best compared isomer or geometry (same formula, charge and spin) in kcal/mol: 10.4

Structure (ORCA input):
```
! RIJCOSX wB97M-V def2-TZVPD def2/J DEFGRID3
* xyz 1 2
Ti 0.45 -1.63 0.72
C -1.02 -4.87 0.95
C -0.25 -5.10 -0.33
O 0.11 -3.83 -0.83
C 0.75 -3.85 -2.09
C 1.16 -2.42 -2.36
O 1.68 -1.80 -1.18
C 3.03 -2.10 -0.79
C 3.06 -3.26 0.19
O 2.00 -3.07 1.14
C 1.83 -4.15 2.07
C 0.46 -3.98 2.68
O -0.52 -3.75 1.67
H -1.01 -5.76 1.57
H -2.05 -4.62 0.72
H -0.89 -5.63 -1.04
H 0.64 -5.71 -0.17
H 0.08 -4.20 -2.87
H 1.61 -4.52 -2.06
H 0.29 -1.84 -2.63
H 1.89 -2.37 -3.16
H 3.39 -1.22 -0.30
H 3.64 -2.32 -1.67
H 4.02 -3.28 0.70
H 2.91 -4.22 -0.30
H 2.60 -4.11 2.84
H 1.92 -5.09 1.54
H 0.44 -3.11 3.32
H 0.22 -4.86 3.28
N 1.60 -0.28 1.22
P 1.68 1.27 1.34
N 3.25 1.76 1.15
C 4.40 0.92 1.52
C 5.56 1.16 0.54
C 5.04 1.59 -0.83
C 4.31 2.94 -0.72
C 3.64 3.08 0.65
N 0.80 2.13 0.23
C 0.03 3.36 0.56
C -0.13 4.21 -0.69
C -0.93 3.48 -1.78
C -0.80 1.96 -1.64
C 0.60 1.61 -1.15
N 1.19 1.95 2.77
C 2.20 1.99 3.86
C 1.54 2.45 5.15
C 0.49 1.42 5.62
C -0.19 0.73 4.42
C -0.20 1.66 3.22
H 4.07 -0.12 1.49
H 4.73 1.13 2.54
H 6.18 0.26 0.47
H 6.22 1.95 0.93
H 4.35 0.83 -1.21
H 5.86 1.66 -1.55
H 3.56 3.02 -1.51
H 5.02 3.77 -0.87
H 2.77 3.73 0.59
H 4.33 3.54 1.37
H 0.56 3.91 1.33
H -0.96 3.11 0.96
H 0.87 4.48 -1.06
H -0.62 5.15 -0.41
H -0.56 3.79 -2.77
H -1.99 3.77 -1.75
H -1.01 1.46 -2.59
H -1.52 1.58 -0.91
H 1.34 2.04 -1.83
H 0.76 0.55 -1.14
H 3.00 2.67 3.58
H 2.66 1.01 4.03
H 1.06 3.41 4.96
H 2.30 2.61 5.91
H -0.25 1.92 6.24
H 0.98 0.67 6.25
H -1.21 0.44 4.68
H 0.34 -0.18 4.14
H -0.71 2.59 3.47
H -0.75 1.20 2.40
C -3.48 -0.56 -6.41
C -3.68 0.21 -5.12
C -4.08 1.54 -5.17
C -4.26 2.26 -3.99
C -4.03 1.67 -2.77
C -3.64 0.33 -2.71
N -3.32 -0.31 -1.47
C -3.82 -0.02 -0.23
C -5.10 0.53 -0.05
C -5.59 0.80 1.21
C -4.82 0.55 2.36
C -3.58 -0.01 2.21
C -3.06 -0.30 0.93
C -1.74 -0.91 0.88
O -1.05 -1.13 1.91
O -1.18 -1.24 -0.25
C -3.47 -0.41 -3.89
C -3.05 -1.87 -3.83
H -3.52 0.11 -7.27
H -4.25 -1.32 -6.54
H -2.51 -1.07 -6.43
H -4.24 2.02 -6.13
H -4.56 3.31 -4.04
H -4.12 2.24 -1.85
H -2.45 -0.80 -1.46
H -5.72 0.71 -0.92
H -6.59 1.21 1.31
H -5.21 0.78 3.34
H -2.97 -0.24 3.07
H -3.33 -2.32 -2.88
H -1.96 -1.98 -3.95
H -3.52 -2.44 -4.63
*
```